(1)
Below is 2 unconnected molecules or ions with the total composition C5H9NO, with properties calculated with ωB97M-V/def2-TZVPD.

Values from the calculation:
Energy relative to the best compared isomer or geometry (same formula, charge and spin) in kcal per mole: 60.4
F_max in hartree/bohr: 0.0153
SMILES string: C=CN=C.CC=O
Total charge: 0
Highest occupied orbital energy in Ha: -0.34978
LUMO in eV: 0.45

Last column: Löwdin charge in e.
Cartesian coordinates (Å):
C: -0.97 -1.75 0.92  0.0340
C: -1.55 -0.56 0.75  -0.2607
N: -1.29 0.19 -0.38  -0.0572
C: -1.87 1.30 -0.54  -0.0193
H: -0.30 -2.14 0.17  0.0573
H: -1.15 -2.35 1.79  0.0527
H: -2.23 -0.15 1.50  0.1047
H: -2.59 1.72 0.16  0.0792
H: -1.65 1.87 -1.43  0.0705
C: 1.83 0.14 -1.04  -0.0638
C: 2.13 0.46 0.38  -0.3436
O: 2.51 1.52 0.80  0.0385
H: 2.16 0.93 -1.70  0.0800
H: 0.74 0.02 -1.12  0.0416
H: 2.29 -0.81 -1.32  0.0774
H: 1.95 -0.39 1.07  0.1084

***

(2)
Below is C5H9NO in the gas phase, with properties calculated with ωB97M-V/def2-TZVPD.

Values from the calculation:
Energy relative to the best compared isomer or geometry (same formula, charge and spin) in kcal per mole: 95.8
F_max in hartree/bohr: 0.0177
Total charge: 0
Highest occupied orbital energy (spin up / spin down) in Ha: -0.22670 / -0.21178
LUMO (spin up / spin down) in eV: 0.94 / 0.75

Last column: Löwdin charge in e.
Cartesian coordinates (Å):
C: 1.17 1.03 0.97  -0.0763
C: 0.17 0.01 0.55  -0.3200
C: 0.75 -0.54 -1.66  -0.0193
C: -1.05 -0.29 1.37  -0.1149
O: -2.08 -0.56 0.36  -0.0304
C: -1.55 -0.31 -0.85  -0.1555
N: -0.27 -0.01 -0.76  -0.1239
H: 1.80 1.36 0.14  0.0665
H: 1.84 0.64 1.74  0.0700
H: 0.69 1.94 1.39  0.0745
H: 0.76 -1.62 -1.49  0.1015
H: 0.56 -0.32 -2.70  0.0860
H: 1.73 -0.16 -1.37  0.0823
H: -0.95 -1.18 2.01  0.1128
H: -1.41 0.54 2.00  0.1116
H: -2.14 -0.53 -1.72  0.1351

***

(3)
Below is C5H9NO in the gas phase, with properties calculated with ωB97M-V/def2-TZVPD.

Values from the calculation:
Energy relative to the best compared isomer or geometry (same formula, charge and spin) in kcal per mole: 17.0
F_max in hartree/bohr: 0.0086
SMILES string: C[C@@H]1C(=O)N[C@@H]1C
Total charge: 0
Highest occupied orbital energy in Ha: -0.35273
LUMO in eV: 0.91

Last column: Löwdin charge in e.
Cartesian coordinates (Å):
C: -0.84 1.45 -0.51  -0.0549
C: 0.38 0.56 -0.67  -0.2137
C: 0.13 -0.63 -1.60  -0.4698
O: 0.00 -0.79 -2.79  0.0814
N: 0.12 -1.51 -0.53  0.1258
C: 0.66 -0.52 0.41  -0.3164
C: 0.01 -0.43 1.78  -0.0559
H: -1.10 1.87 -1.49  0.0848
H: -0.66 2.28 0.18  0.0801
H: -1.69 0.87 -0.15  0.0810
H: 1.27 1.14 -0.96  0.1449
H: 0.30 -2.51 -0.58  0.1438
H: 1.74 -0.66 0.54  0.1366
H: -1.06 -0.22 1.72  0.0718
H: 0.49 0.36 2.37  0.0836
H: 0.14 -1.38 2.32  0.0769